[1]
Density functional theory data (wB97M-V/def2-TZVPD) for a molecular structure, C29H22Br2N5O3SSeTi.

Geometry (Å):
Br1 -1.238 -7.474 -0.582
Br2 -2.195 -4.579 -5.621
Se1 -3.175 -0.639 -0.253
Ti1 -0.761 -0.463 0.602
S1 0.199 0.623 2.806
O1 -0.932 -2.311 0.312
O2 -0.992 1.245 0.208
O3 0.969 -1.592 0.979
N1 -1.467 2.215 -5.199
N2 -0.889 2.992 2.306
N3 -1.623 1.408 -6.106
N4 0.103 -0.385 -1.381
N5 0.735 2.910 3.931
C1 -2.691 -1.897 -4.809
C2 0.261 -2.582 0.663
C3 0.380 0.097 -4.123
C4 -1.930 2.831 -2.956
C5 -1.308 1.974 -3.858
C6 0.669 -3.995 0.655
C7 0.985 -0.979 -3.511
C8 -1.131 1.580 -1.072
C9 -0.257 -4.899 0.124
C10 -2.546 -1.294 2.500
C11 -0.004 2.290 3.010
C12 -1.424 -2.138 -6.863
C13 -1.832 2.660 -1.578
C14 -3.283 1.187 3.524
C15 -1.323 -0.767 -6.955
C16 0.788 -1.212 -2.147
C17 -0.489 0.685 -1.969
C18 -0.458 0.929 -3.362
C19 -3.004 -0.286 1.635
C20 -2.434 -1.036 3.862
C21 -2.574 -0.527 -4.893
C22 2.157 -5.808 1.156
C23 -1.860 0.051 -5.951
C24 1.883 -4.450 1.169
C25 -3.376 0.954 2.163
C26 -2.796 0.201 4.374
C27 0.037 -6.248 0.118
C28 -2.101 -2.694 -5.783
C29 1.241 -6.710 0.637
H1 1.363 2.376 4.507
H2 -3.791 1.695 1.490
H3 -2.558 3.618 -3.340
H4 -0.784 -0.297 -7.763
H5 -0.968 3.990 2.427
H6 1.242 -2.075 -1.674
H7 -2.084 -1.813 4.527
H8 -1.188 -4.526 -0.278
H9 2.591 -3.745 1.577
H10 0.609 3.888 4.138
H11 -1.330 2.547 1.503
H12 -2.420 -2.307 2.114
H13 1.618 -1.649 -4.069
H14 -3.624 2.129 3.929
H15 0.569 0.312 -5.166
H16 -0.987 -2.777 -7.616
H17 -2.732 0.378 5.436
H18 -3.236 -2.343 -3.991
H19 -3.044 0.094 -4.145
H20 3.077 -6.183 1.577
H21 1.452 -7.768 0.628
H22 -2.345 3.333 -0.910

## Properties
Charge: +1
2S+1: 1
HOMO-LUMO gap in eV: 6.49



[2]
Density functional theory data (wB97M-V/def2-TZVPD) for a molecular structure, C29H22Br3N5O4W.

Geometry (Å):
W1 0.415 -0.333 -0.173
Br1 6.005 -1.298 4.322
Br2 4.367 2.471 0.383
Br3 3.018 -1.671 -1.295
O1 1.971 0.583 0.256
O2 -1.805 2.490 -4.293
O3 0.920 -5.489 -4.048
O4 0.439 -0.303 -2.034
N1 -0.595 1.312 -0.622
N2 0.434 -2.597 -1.117
N3 1.400 -1.588 1.619
N4 -0.949 1.448 -1.952
N5 -0.159 0.751 1.899
C1 1.789 -3.801 -2.718
C2 1.946 -3.169 3.344
C3 1.591 -2.843 -1.763
C4 -1.752 -0.613 0.099
C5 1.079 -2.648 2.368
C6 -0.604 0.406 -4.113
C7 4.063 0.903 1.380
C8 -0.532 -4.342 -2.484
C9 -0.259 -3.277 2.187
C10 -2.018 2.174 2.458
C11 0.698 -4.598 -3.118
C12 -0.606 -3.368 -1.514
C13 -0.162 -0.757 -4.764
C14 -1.343 1.324 1.599
C15 -1.764 0.950 0.210
C16 2.874 0.218 1.158
C17 4.734 -0.707 3.047
C18 -0.366 0.564 -2.696
C19 -1.163 -0.019 -6.806
C20 0.387 1.053 3.088
C21 -1.342 1.368 -4.836
C22 4.988 0.432 2.317
C23 -1.608 1.127 -6.188
C24 -0.445 -0.977 -6.090
C25 3.528 -1.436 2.864
C26 3.162 -2.584 3.589
C27 -1.437 2.482 3.679
C28 -0.208 1.917 3.990
C29 2.605 -0.967 1.891
H1 -2.354 -1.031 0.920
H2 -0.109 -1.877 -6.578
H3 0.151 -6.016 -4.316
H4 -2.676 1.460 -0.130
H5 -0.177 -4.361 2.201
H6 0.391 -1.493 -4.195
H7 -2.965 2.596 2.158
H8 0.286 2.143 4.922
H9 2.750 -3.939 -3.188
H10 -2.322 -0.835 -0.828
H11 -1.922 3.156 4.367
H12 -0.901 -3.006 3.024
H13 -1.379 -0.176 -7.852
H14 -0.734 -2.945 1.264
H15 1.335 0.583 3.322
H16 -1.554 -3.181 -1.024
H17 3.829 -2.987 4.336
H18 -2.177 1.866 -6.728
H19 -1.570 2.554 -3.349
H20 1.641 -4.035 3.911
H21 5.904 0.983 2.463
H22 -1.424 -4.891 -2.750

## Properties
Charge: +2
2S+1: 1
HOMO-LUMO gap (alpha / beta) in eV: 5.38 / 5.38



[3]
Density functional theory data (wB97M-V/def2-TZVPD) for a molecular structure, C29H22N3O2PPdSe.

Geometry (Å):
Pd1 0.310 -1.751 -0.291
Se1 -0.543 -4.097 -0.154
P1 0.271 0.655 -0.756
O1 4.147 -1.502 1.143
O2 2.432 -1.932 -0.200
N1 0.709 -1.506 1.829
N2 1.350 -6.162 -1.052
N3 -1.631 -1.428 -1.455
C1 1.513 -1.763 4.458
C2 0.648 -5.329 -0.682
C3 2.431 -1.767 3.444
C4 -0.887 -1.694 5.130
C5 -2.162 2.094 -0.463
C6 1.521 4.489 -1.422
C7 0.915 2.346 -0.542
C8 1.258 2.768 0.737
C9 1.854 4.917 -0.145
C10 -1.525 0.918 -0.842
C11 1.979 -1.640 2.117
C12 1.057 3.205 -1.626
C13 -2.555 -1.534 3.391
C14 0.137 -1.661 4.162
C15 2.568 -0.387 -3.919
C16 -2.199 -1.634 4.745
C17 0.382 -0.005 -4.837
C18 -0.093 0.351 -3.585
C19 1.707 -0.374 -5.006
C20 2.966 -1.688 0.917
C21 2.100 -0.058 -2.662
C22 -1.588 -1.477 2.428
C23 -3.677 -0.182 -0.960
C24 -4.297 1.006 -0.611
C25 -3.541 2.145 -0.378
C26 1.722 4.056 0.933
C27 0.767 0.315 -2.488
C28 -2.297 -0.228 -1.106
C29 -0.232 -1.543 2.796
H1 -2.982 -1.672 5.487
H2 1.623 5.159 -2.262
H3 2.762 -0.079 -1.805
H4 3.491 -1.867 3.609
H5 1.163 2.077 1.565
H6 3.601 -0.667 -4.046
H7 -1.572 2.973 -0.243
H8 2.227 5.920 0.007
H9 -1.823 -1.392 1.366
H10 0.804 2.861 -2.619
H11 -3.598 -1.507 3.112
H12 1.817 -1.859 5.488
H13 -1.110 -1.341 -2.336
H14 -2.288 -2.207 -1.549
H15 -4.258 -1.080 -1.126
H16 -4.029 3.073 -0.128
H17 -0.616 -1.776 6.173
H18 -5.373 1.040 -0.531
H19 -0.287 0.005 -5.685
H20 1.983 4.387 1.926
H21 2.068 -0.653 -5.985
H22 -1.121 0.679 -3.467

## Properties
2S+1: 1
HOMO-LUMO gap (alpha / beta) in eV: 6.63 / 6.53



[4]
Density functional theory data (wB97M-V/def2-TZVPD) for a molecular structure, C29H23BCeN4O4S3.

Geometry (Å):
Ce1 -0.350 -0.094 0.672
S1 -1.133 2.636 1.101
S2 -2.000 -1.027 2.800
S3 1.552 -1.139 2.510
O1 -0.093 1.881 1.794
O2 -0.219 -3.552 -0.660
O3 -2.071 -2.291 -0.992
O4 -0.706 3.915 0.582
N1 -1.691 1.641 -0.002
N2 -1.558 0.955 -2.151
N3 1.831 -4.132 4.427
N4 -2.098 -3.929 4.900
C1 -2.373 -3.577 -1.260
C2 -2.114 2.356 -4.008
C3 -3.568 -5.514 -1.885
C4 3.142 0.858 0.505
C5 1.535 0.956 -1.751
C6 -1.858 1.955 -1.306
C7 -1.702 1.161 -3.450
C8 1.189 -3.304 3.947
C9 -4.792 3.017 3.787
C10 2.432 2.009 0.213
C11 -0.884 -2.209 3.454
C12 1.631 2.069 -0.925
C13 -1.253 -5.729 -1.212
C14 -3.567 3.610 1.803
C15 -3.557 -4.142 -1.690
C16 3.070 -0.263 -0.326
C17 -2.497 2.851 2.241
C18 -1.521 -3.174 4.249
C19 3.923 -1.461 -0.048
C20 -2.427 3.396 -3.135
C21 -3.702 2.275 4.223
C22 -6.059 3.073 4.584
C23 -1.231 -4.360 -1.041
C24 -2.446 -6.292 -1.642
C25 -4.714 3.690 2.570
C26 2.240 -0.208 -1.445
C27 -2.319 3.198 -1.780
C28 0.487 -2.263 3.324
C29 -2.556 2.179 3.448
B1 -0.688 -2.214 -0.612
H1 3.585 -2.321 -0.619
H2 -5.558 4.271 2.217
H3 -6.789 2.396 4.142
H4 0.958 1.000 -2.667
H5 3.876 -1.710 1.008
H6 -6.480 4.077 4.573
H7 -1.721 1.579 3.779
H8 -5.896 2.769 5.615
H9 4.960 -1.244 -0.310
H10 2.191 -1.058 -2.115
H11 -4.475 -5.991 -2.225
H12 3.777 0.820 1.378
H13 -3.494 4.122 0.856
H14 -1.461 0.306 -4.071
H15 -2.503 -7.360 -1.783
H16 2.523 2.879 0.845
H17 -2.787 4.343 -3.518
H18 -3.754 1.738 5.159
H19 -4.435 -3.539 -1.862
H20 -0.380 -6.327 -1.010
H21 1.113 2.987 -1.172
H22 -2.556 3.977 -1.072
H23 -2.195 2.474 -5.078

## Properties
2S+1: 1
HOMO-LUMO gap (alpha / beta) in eV: 6.03 / 6.04



The calculation returns the following electronic energy values, one per record and in order: -283401.916; -258009.572; -117110.690; -90708.092 eV.
The calculation returns the following ΔE to the lowest compared entry with this formula, charge and spin values, one per record and in order: 132.5; 111.0; 0.0; 49.7 kJ/mol.